Record 1
ORCA calculation (the ωB97M-V functional and the def2-TZVPD basis) on 6 unconnected molecules or ions with the total composition H12O6 in a non-equilibrium geometry.

Calculated values
net charge: -1
orbital gap (alpha / beta): 2.707 / 10.246 eV
lowest unoccupied orbital energy (alpha / beta): 3.137 / 3.075 eV
multiplicity: 2
ΔE to the lowest compared entry with this formula, charge and spin: 15.26 kcal per mole

Cartesian coordinates (Å):
O -7.7681 -3.3193 1.0133
H -7.3336 -4.0955 0.6599
H -7.9336 -2.7678 0.2486
O -5.2600 0.5726 4.8320
H -5.4264 1.3224 4.2608
H -5.4000 0.9094 5.7170
O -8.1590 -0.8731 2.7920
H -7.2734 -0.6076 3.0401
H -8.0299 -1.5241 2.1022
O -9.0752 -2.8400 4.8643
H -9.8778 -2.3576 5.0627
H -8.6118 -2.2865 4.2356
O -9.7353 -4.6701 2.3430
H -9.0898 -4.1060 1.9172
H -9.9152 -4.2403 3.1791
O -11.1371 -0.8807 2.9174
H -10.2611 -0.9250 2.5340
H -10.9846 -0.8548 3.8620

Here are the natural (NBO) charges for atoms 1 to 2, given in e: atom 1 (O): -1.33, atom 2 (H): 0.43



Record 2
ORCA calculation (the ωB97M-V functional and the def2-TZVPD basis) on 6 unconnected molecules or ions with the total composition H12O6 in a non-equilibrium geometry.

Calculated values
net charge: -1
orbital gap (alpha / beta): 1.001 / 8.848 eV
lowest unoccupied orbital energy (alpha / beta): 1.776 / 1.776 eV
multiplicity: 2
ΔE to the lowest compared entry with this formula, charge and spin: 53.57 kcal per mole

Cartesian coordinates (Å):
O -4.6090 -2.7582 1.2692
H -4.1060 -3.4702 0.7100
H -4.7236 -3.2592 2.1021
O 4.8469 10.4517 -1.6886
H 4.9863 10.2747 -0.7609
H 5.5039 10.0604 -2.2276
O -0.5470 -6.9117 -0.9564
H 0.3596 -7.1917 -0.9154
H -0.3813 -5.9867 -1.3500
O -3.1202 -6.3050 0.1692
H -3.1975 -6.3006 -0.8231
H -2.2987 -6.8750 0.1456
O 3.9523 8.9507 3.7721
H 2.9526 8.5498 3.6699
H 4.0681 9.2764 4.6695
O -0.8111 -3.1074 -2.6085
H -1.6573 -3.0660 -3.1018
H -1.2179 -2.3319 -2.0752

Here are the natural (NBO) charges for atoms 1 to 2, given in e: atom 1 (O): -1.00, atom 2 (H): 0.46



Record 3
ORCA calculation (the ωB97M-V functional and the def2-TZVPD basis) on 6 unconnected molecules or ions with the total composition H12O6 in a non-equilibrium geometry.

Calculated values
net charge: 0
orbital gap: 11.523 eV
lowest unoccupied orbital energy: 0.537 eV
ΔE to the lowest compared entry with this formula, charge and spin: 28.69 kcal per mole

Cartesian coordinates (Å):
O 1.8931 1.6226 5.1355
H 1.3961 1.6620 4.3132
H 2.8173 1.8181 4.9891
O -4.7202 -5.2380 -5.8350
H -4.6288 -4.5855 -5.1365
H -5.2626 -5.9496 -5.4872
O 2.1078 0.7824 2.0321
H 1.9640 1.6723 1.6126
H 2.4530 0.1936 1.3511
O -1.6692 -4.7250 -6.6705
H -2.6145 -4.9380 -6.7557
H -1.2403 -5.5860 -6.6576
O 1.3181 3.1924 1.4705
H 1.2230 3.6741 2.3223
H 0.4275 2.8448 1.3343
O 1.1213 4.5563 3.9026
H 1.5464 3.9305 4.5091
H 1.8679 5.0730 3.5701

Here are the natural (NBO) charges for atoms 1 to 2, given in e: atom 1 (O): -0.96, atom 2 (H): 0.49



Record 4
ORCA calculation (the ωB97M-V functional and the def2-TZVPD basis) on 6 unconnected molecules or ions with the total composition H12O6 in a non-equilibrium geometry.

Calculated values
net charge: 0
orbital gap: 11.135 eV
lowest unoccupied orbital energy: 0.397 eV
ΔE to the lowest compared entry with this formula, charge and spin: 28.87 kcal per mole

Cartesian coordinates (Å):
O -1.0086 -2.4627 1.3062
H -1.3646 -3.3067 1.4232
H -1.6266 -1.9317 0.7292
O -2.6566 -1.6417 -0.7748
H -2.5786 -0.6917 -0.7538
H -2.5466 -1.8967 -1.6928
O 0.9644 3.0443 -0.9148
H 1.1514 3.9373 -0.7838
H 1.7394 2.5483 -0.7018
O -0.3886 0.8363 0.4142
H -0.2356 1.5563 -0.1668
H -0.1546 0.1213 -0.1738
O 0.7044 -0.9837 -1.1658
H 1.0444 -1.5887 -0.5488
H 1.4584 -0.4947 -1.4978
O 2.1334 0.7923 1.6622
H 1.2544 0.5913 1.3702
H 2.1094 1.5703 2.2692

Here are the natural (NBO) charges for atoms 1 to 2, given in e: atom 1 (O): -0.98, atom 2 (H): 0.46



Record 5
ORCA calculation (the ωB97M-V functional and the def2-TZVPD basis) on 6 unconnected molecules or ions with the total composition H12O6.

Calculated values
net charge: 0
orbital gap: 11.077 eV
lowest unoccupied orbital energy: 0.136 eV
ΔE to the lowest compared entry with this formula, charge and spin: 26.10 kcal per mole

Cartesian coordinates (Å):
O 17.1561 1.2290 -26.9788
H 16.8360 0.4641 -27.4691
H 16.3813 1.5619 -26.5071
O 15.6684 4.4057 -21.6421
H 15.0863 4.6909 -20.9257
H 15.8850 3.4876 -21.4375
O 12.3207 2.5136 -24.5894
H 11.8602 2.8400 -25.3722
H 11.7475 1.8283 -24.2256
O 15.9838 -0.1421 -24.0067
H 15.9276 0.7124 -24.4695
H 15.2640 -0.1166 -23.3693
O 15.1691 2.6560 -24.7001
H 15.4173 3.3708 -24.1009
H 14.2055 2.5400 -24.5678
O 14.2767 6.6164 -23.0405
H 14.8026 5.8167 -22.8983
H 14.9151 7.2873 -23.3057

Here are the natural (NBO) charges for atoms 1 to 2, given in e: atom 1 (O): -0.94, atom 2 (H): 0.47



Record 6
ORCA calculation (the ωB97M-V functional and the def2-TZVPD basis) on 6 unconnected molecules or ions with the total composition H12O6 in a non-equilibrium geometry.

Calculated values
net charge: 0
orbital gap: 10.656 eV
lowest unoccupied orbital energy: -0.031 eV
ΔE to the lowest compared entry with this formula, charge and spin: 33.07 kcal per mole

Cartesian coordinates (Å):
O -1.9858 2.1848 -2.3061
H -1.0374 2.2360 -2.4252
H -2.1519 2.6629 -1.4937
O 3.6044 -1.0882 -0.4465
H 4.1322 -1.7944 -0.0738
H 2.7025 -1.4020 -0.3802
O 0.6115 0.9175 1.7464
H 0.3039 1.6275 2.3099
H 0.5429 0.1327 2.2901
O 1.2678 -2.5772 -0.7359
H 0.5376 -2.0139 -0.4792
H 1.2545 -2.5661 -1.6929
O -0.3421 -0.0496 -0.4622
H -0.9606 0.6806 -0.4402
H 0.2504 0.1157 0.2712
O -3.0340 0.4989 1.1202
H -2.7586 -0.4149 1.1926
H -2.9373 0.8496 2.0055

Here are the natural (NBO) charges for atoms 1 to 2, given in e: atom 1 (O): -0.93, atom 2 (H): 0.47



Record 7
ORCA calculation (the ωB97M-V functional and the def2-TZVPD basis) on 6 unconnected molecules or ions with the total composition H12O6 in a non-equilibrium geometry.

Calculated values
net charge: 0
orbital gap: 11.088 eV
lowest unoccupied orbital energy: 0.207 eV
ΔE to the lowest compared entry with this formula, charge and spin: 41.07 kcal per mole

Cartesian coordinates (Å):
O 0.9031 -1.9267 -2.4455
H 1.1742 -1.0076 -2.2951
H 1.1110 -2.2954 -1.5760
O -0.7423 2.7040 1.5372
H -1.3299 2.2613 2.1556
H -1.3727 3.1669 0.9710
O -1.3939 -1.2946 10.1809
H -1.3262 -1.7928 9.3647
H -2.2001 -1.5272 10.6495
O -2.0315 2.9961 -3.1895
H -1.6723 2.2105 -3.5924
H -1.6200 3.8445 -3.3265
O 1.4695 0.9425 -1.6179
H 1.3778 1.1867 -2.5370
H 1.3765 1.7493 -1.1065
O 2.1138 -4.0548 -4.1475
H 2.0625 -3.1164 -3.9158
H 2.1004 -4.0464 -5.1092

Here are the natural (NBO) charges for atoms 1 to 2, given in e: atom 1 (O): -0.96, atom 2 (H): 0.48



Record 8
ORCA calculation (the ωB97M-V functional and the def2-TZVPD basis) on 6 unconnected molecules or ions with the total composition H12O6 in a non-equilibrium geometry.

Calculated values
net charge: 0
orbital gap: 10.421 eV
lowest unoccupied orbital energy: 0.043 eV
ΔE to the lowest compared entry with this formula, charge and spin: 101.26 kcal per mole

Cartesian coordinates (Å):
H -0.9865 -0.3952 -0.3103
H 0.1528 0.2979 -0.8961
H 5.6422 1.3023 -0.1344
H 4.3704 1.5708 -0.8337
H -4.2516 2.7136 0.7472
H -3.0291 2.0659 0.7298
H 2.1030 -2.2351 -0.8396
H 1.2558 -2.5716 0.3419
H -3.8598 0.1235 -0.6934
H -4.6723 -1.1442 -0.2545
H 2.4882 -1.1716 0.7692
H 1.0747 -0.9709 1.0447
O -0.0286 -0.2679 -0.1509
O 5.1347 2.0735 -0.5526
O -3.9134 1.8005 0.7361
O 1.2467 -1.9141 -0.3432
O -4.6214 -0.3769 -0.8329
O 1.8941 -0.9003 1.4727

Here are the natural (NBO) charges for atoms 1 to 2, given in e: atom 1 (H): 0.47, atom 2 (H): 0.47



Record 9
ORCA calculation (the ωB97M-V functional and the def2-TZVPD basis) on a molecular structure, H12O6Tl in a non-equilibrium geometry.

Calculated values
net charge: +4
orbital gap (alpha / beta): 5.296 / 4.762 eV
lowest unoccupied orbital energy (alpha / beta): -21.956 / -21.830 eV
multiplicity: 2
ΔE to the lowest compared entry with this formula, charge and spin: 0.00 kcal per mole

Cartesian coordinates (Å):
Tl 0.1512 -0.9463 -0.1623
O 1.2815 -1.7288 -2.7518
H 1.1369 -2.2656 -3.5311
H 2.2212 -1.5468 -2.7568
O 0.8743 1.7311 0.7376
H 0.3363 2.5194 0.6636
H 1.6387 2.0088 1.2424
O 2.8221 0.0143 -0.9305
H 3.4016 0.3940 -0.2701
H 3.2597 0.1901 -1.7635
O -2.7134 -1.6418 0.1853
H -3.5080 -1.3497 0.6319
H -2.9999 -2.3749 -0.3594
O -1.8903 1.2136 0.1832
H -2.1013 1.6739 0.9955
H -2.4876 1.5856 -0.4656
O -0.5909 -0.0335 2.4744
H 0.2327 -0.1113 2.9561
H -1.0648 0.6679 2.9211

Here are the natural (NBO) charges for atoms 1 to 2, given in e: atom 1 (Tl): 0.98, atom 2 (O): -0.34



Record 10
ORCA calculation (the ωB97M-V functional and the def2-TZVPD basis) on 2 unconnected molecules or ions with the total composition H12Si5 in a non-equilibrium geometry.

Calculated values
net charge: 0
orbital gap: 9.417 eV
lowest unoccupied orbital energy: 0.002 eV
ΔE to the lowest compared entry with this formula, charge and spin: 21.94 kcal per mole

Cartesian coordinates (Å):
Si 0.4557 0.7416 3.2043
Si 1.0173 0.0972 -2.7931
Si -2.2503 -0.9237 -1.0193
Si 0.8574 -0.0916 1.1135
Si -0.2846 0.3642 -0.8192
H 1.3561 1.9444 3.0170
H -0.9433 0.8570 3.5042
H 1.2052 -0.1171 4.1436
H 2.0551 -0.7635 -2.2064
H 0.7791 -0.8362 -3.9048
H 1.1314 1.5414 -3.3298
H -3.2967 -0.7789 0.0315
H -3.0451 -0.6951 -2.1587
H -1.9138 -2.2936 -1.0583
H 0.9038 -1.4094 1.7195
H 2.7823 0.5747 1.1430
H -0.8096 1.7889 -0.5871

Here are the natural (NBO) charges for atoms 1 to 2, given in e: atom 1 (Si): 0.44, atom 2 (Si): 0.44



| no. | total energy (Ha) |
| --- | --- |
| 1 | -458.61007 |
| 2 | -458.54901 |
| 3 | -458.62675 |
| 4 | -458.62647 |
| 5 | -458.63089 |
| 6 | -458.61977 |
| 7 | -458.60703 |
| 8 | -458.51111 |
| 9 | -628.90393 |
| 10 | -1454.45452 |